The following is a quantum chemistry calculation of a molecular structure, C26H32B2BrF4N6O6SV at a distorted geometry, from the OMol25 dataset.

Cartesian coordinates (Å):
V -0.41413 0.44374 1.95635
C -0.22555 4.51200 0.81234
C -0.57752 3.11968 1.18626
N 0.23084 2.27966 1.71785
O 1.53492 2.61986 1.85777
B 2.04287 2.26500 3.25553
F 1.22136 2.87676 4.19803
F 3.35515 2.64310 3.27651
O 2.00326 0.76387 3.47177
N 0.72173 0.30556 3.54211
C 0.35511 -0.38957 4.56350
C 1.19557 -0.62371 5.76485
C -1.00688 -0.95648 4.36170
N -1.45512 -0.68054 3.19200
O -2.67879 -1.15623 2.80614
B -3.68381 -0.01341 2.76489
F -4.90894 -0.55242 2.50153
F -3.59381 0.71538 3.94797
O -3.36136 0.90221 1.58906
N -2.13231 1.45737 1.66283
C -1.96413 2.57973 1.05909
C -3.03369 3.30799 0.33457
C -1.76791 -1.75728 5.34549
H 0.74792 4.76442 1.21701
H -0.97882 5.19959 1.20382
H -0.19474 4.62018 -0.27339
H 2.17562 -0.18156 5.62433
H 1.29959 -1.69395 5.95896
H 0.72175 -0.16992 6.64029
H -3.92154 2.69198 0.25224
H -2.68005 3.59022 -0.65935
H -3.29292 4.22703 0.86801
H -1.16099 -2.01273 6.20979
H -2.15091 -2.65795 4.87017
H -2.63605 -1.17797 5.66733
O 3.80694 -1.18799 -1.60395
C 3.54138 -1.97074 -0.49415
C 4.41773 -2.99711 -0.19010
C 4.15248 -3.81913 0.89393
C 3.01552 -3.62247 1.67384
C 2.13991 -2.60020 1.35524
C 2.39904 -1.77417 0.26835
C 1.47479 -0.67314 -0.15398
O 0.49634 -0.31197 0.75284
N 0.74271 -1.13634 -1.36139
N -0.48520 -0.90685 -1.46582
C -1.15959 -1.43016 -2.49689
C -2.53836 -1.23883 -2.56769
Br -3.41281 -0.52198 -1.07193
C -3.33244 -1.62491 -3.63848
C -2.92441 -1.97626 -4.96287
C -1.71694 -1.55292 -5.55966
C -1.41051 -1.92960 -6.84987
C -2.30108 -2.71901 -7.57417
C -3.51187 -3.11843 -7.01306
C -3.82735 -2.74060 -5.72716
H 3.56431 -0.26439 -1.44461
H 5.30398 -3.12542 -0.80164
H 4.84932 -4.61048 1.14212
H 2.81169 -4.27002 2.51711
H 1.25187 -2.43768 1.94557
H 2.02047 0.20819 -0.43898
H 1.24982 -1.72972 -2.02276
H -0.67946 -2.08282 -3.22369
H -4.39934 -1.66843 -3.44599
H -1.05855 -0.87483 -5.03270
H -0.48985 -1.59141 -7.30699
H -2.06018 -3.00371 -8.59070
H -4.20892 -3.71391 -7.58818
H -4.76544 -3.05579 -5.28144
C 3.69933 3.49293 -0.51349
S 2.18965 2.72745 -1.14591
C 2.33508 3.19451 -2.88371
H 4.57773 3.07820 -1.00674
H 3.74102 3.28531 0.55444
H 3.66657 4.57094 -0.66982
H 2.31721 4.28064 -2.98607
H 1.47711 2.77672 -3.41285
H 3.25460 2.80492 -3.32338

Output
- highest occupied orbital energy (spin up / spin down) (eV) = -9.385 / -9.397
- 2S+1 = 2
- total charge = +1
- frontier orbital gap (spin up / spin down) (eV) = 3.27 / 3.56
- energy relative to the best compared isomer or geometry (same formula, charge and spin) (kJ/mol) = 94.1
- <S²> = 0.76